{"formula": "C29H83N5O10", "method": "the ωB97M-V functional and the def2-TZVPD basis", "symbols": ["C", "O", "C", "C", "C", "N", "H", "H", "H", "H", "H", "H", "H", "H", "H", "H", "H", "C", "O", "C", "C", "C", "N", "H", "H", "H", "H", "H", "H", "H", "H", "H", "H", "H", "C", "O", "C", "C", "C", "N", "H", "H", "H", "H", "H", "H", "H", "H", "H", "H", "H", "C", "O", "C", "C", "C", "N", "H", "H", "H", "H", "H", "H", "H", "H", "H", "H", "H", "C", "O", "C", "C", "C", "N", "H", "H", "H", "H", "H", "H", "H", "H", "H", "H", "H", "C", "C", "O", "H", "H", "H", "H", "H", "H", "C", "C", "O", "H", "H", "H", "H", "H", "H", "C", "C", "O", "H", "H", "H", "H", "H", "H", "C", "C", "O", "H", "H", "H", "H", "H", "H", "C", "O", "H", "H", "H", "H"], "positions_angstrom": [[-13.21884, -20.78828, -0.75668], [-11.81361, -20.82818, -0.81120], [-11.20694, -21.63562, 0.15093], [-11.13854, -20.89068, 1.52766], [-10.25623, -19.63112, 1.63470], [-10.57490, -21.66891, 2.62858], [-13.53991, -20.41414, 0.21546], [-13.64242, -21.76663, -0.98364], [-13.64685, -20.09564, -1.48136], [-11.61810, -22.64368, 0.20417], [-10.15747, -21.77642, -0.10765], [-12.15957, -20.61979, 1.79637], [-10.19710, -19.18069, 2.62551], [-10.55818, -18.85114, 0.93573], [-9.18935, -19.74702, 1.44384], [-9.59122, -21.70305, 2.40207], [-10.60712, -21.01893, 3.40097], [-13.69232, -17.97872, 2.21639], [-13.43398, -16.89857, 3.12325], [-12.81366, -15.72616, 2.63824], [-11.26103, -15.81001, 2.55124], [-10.71386, -16.02447, 3.94901], [-10.72375, -14.61634, 2.01663], [-14.46553, -17.72638, 1.49074], [-13.90434, -18.92783, 2.70867], [-12.81624, -18.17257, 1.59752], [-13.11192, -15.44566, 1.62806], [-13.16533, -14.94807, 3.31574], [-10.96857, -16.68908, 1.97696], [-10.94788, -15.17085, 4.58516], [-9.62666, -16.10175, 3.96085], [-11.20601, -16.91260, 4.34538], [-9.72509, -14.74974, 1.94599], [-10.75910, -13.87010, 2.69630], [-16.54821, -13.35253, -6.97285], [-16.26797, -14.48266, -6.25733], [-15.07694, -15.08224, -6.77469], [-14.83623, -16.45940, -6.07759], [-14.34963, -16.29770, -4.62127], [-13.82495, -17.21827, -6.72779], [-16.06975, -12.49285, -6.50366], [-17.62527, -13.18506, -6.97383], [-16.26120, -13.37279, -8.02419], [-15.10716, -15.26692, -7.84850], [-14.24294, -14.39370, -6.63884], [-15.76294, -17.03250, -6.10700], [-15.12825, -15.69837, -4.14944], [-13.38705, -15.81852, -4.44260], [-14.31213, -17.29634, -4.18606], [-12.92011, -16.79676, -6.57389], [-13.93567, -17.09770, -7.72444], [-14.92464, -12.17861, -3.26489], [-13.87640, -12.32955, -2.35030], [-12.53365, -12.49284, -2.74370], [-11.68581, -12.61269, -1.47215], [-10.17328, -12.75339, -1.82609], [-12.12169, -13.71963, -0.67425], [-15.39327, -13.13173, -3.50993], [-14.56310, -11.82224, -4.22945], [-15.67708, -11.52650, -2.82138], [-12.27614, -13.31862, -3.40694], [-12.31059, -11.57360, -3.28531], [-11.74063, -11.69876, -0.88069], [-9.75301, -11.91259, -2.37792], [-9.98688, -13.66556, -2.39293], [-9.60065, -12.76802, -0.89873], [-11.60707, -13.69130, 0.19436], [-13.10581, -13.67101, -0.45235], [-6.52504, -15.75537, 2.34308], [-7.77572, -15.36684, 1.76362], [-7.81621, -15.10984, 0.37071], [-7.59691, -16.32130, -0.49796], [-7.64289, -16.03350, -2.03882], [-8.61695, -17.28912, -0.22214], [-6.59990, -15.79402, 3.42982], [-5.80687, -14.94844, 2.19756], [-6.21502, -16.75411, 2.03563], [-8.79571, -14.74458, 0.06204], [-7.11714, -14.31712, 0.10429], [-6.64665, -16.79050, -0.24311], [-8.66043, -15.75396, -2.31194], [-7.31905, -16.83324, -2.70488], [-6.97301, -15.22194, -2.32290], [-9.49886, -16.89362, -0.51524], [-8.80729, -17.42488, 0.76042], [-9.12938, -18.76398, -3.88053], [-9.31390, -19.85118, -2.86437], [-8.33317, -19.63763, -1.85598], [-10.00721, -18.77454, -4.52658], [-8.22759, -18.78006, -4.49259], [-9.13535, -17.83235, -3.31471], [-9.15084, -20.74456, -3.46719], [-10.34727, -19.75635, -2.53082], [-8.37311, -18.81236, -1.36717], [-15.28857, -15.61966, -1.10749], [-16.33328, -16.65777, -1.48371], [-15.74982, -17.90329, -1.48616], [-14.37730, -15.71525, -1.69788], [-15.10650, -15.67780, -0.03438], [-15.65254, -14.61045, -1.30018], [-16.70873, -16.57278, -2.50347], [-17.11030, -16.66746, -0.71935], [-16.31298, -18.64003, -1.73447], [-10.01578, -15.11496, -4.74903], [-10.90579, -15.07129, -5.91781], [-11.21502, -16.39236, -6.37486], [-10.56860, -15.35042, -3.83961], [-9.45527, -14.18884, -4.62161], [-9.32185, -15.94859, -4.85679], [-10.43315, -14.47830, -6.70080], [-11.82295, -14.51506, -5.72407], [-10.51478, -16.81706, -6.87575], [-12.81013, -21.45016, -4.39416], [-13.35297, -20.02436, -4.57530], [-13.65977, -19.92928, -5.98880], [-11.84799, -21.50158, -4.90379], [-13.42618, -22.26194, -4.78090], [-12.56315, -21.58664, -3.34132], [-12.55892, -19.32731, -4.30751], [-14.21640, -19.74170, -3.97307], [-13.71503, -18.99702, -6.21117], [-12.05791, -17.16012, -1.48904], [-11.02805, -16.19494, -1.29727], [-12.74251, -17.24032, -0.64464], [-12.70138, -16.87667, -2.32192], [-11.64566, -18.11883, -1.80375], [-11.43043, -15.35187, -1.07606]], "forces_ev_per_angstrom": [[-0.2, 0.0, 0.3], [0.0, 0.4, -0.9], [1.4, 0.8, 1.5], [0.4, 0.6, 0.6], [-0.2, 1.3, -1.8], [-0.5, -1.4, -0.1], [-0.3, -0.2, 0.2], [-0.1, -0.2, 0.3], [0.5, 0.1, -0.2], [-0.5, 0.0, 0.3], [0.1, 0.1, -0.6], [-0.1, 0.0, 0.1], [-0.9, -0.1, 0.3], [-0.1, 0.2, -0.1], [0.1, -0.8, -0.5], [0.4, -0.5, 0.2], [0.0, -0.3, 0.5], [0.9, 0.8, -0.8], [-0.4, -0.9, 0.2], [0.6, -0.5, -0.8], [-1.0, -0.7, 2.2], [-0.2, -0.4, 0.3], [0.6, 1.4, -1.4], [-0.4, 0.0, 0.2], [-0.2, 0.4, 0.5], [0.4, 0.0, 0.0], [-0.6, -0.1, -0.3], [0.4, 0.2, 0.1], [-0.1, 0.1, -0.5], [-0.3, 0.1, 0.1], [0.0, -0.3, -0.1], [0.3, -0.1, 0.4], [0.3, -0.1, -0.3], [-0.5, 0.2, 0.3], [-1.0, 1.7, -0.3], [1.0, -1.8, -0.4], [-0.2, -1.1, 1.2], [0.7, 1.5, 0.9], [-1.6, -0.1, -0.2], [0.4, -0.2, -1.4], [0.1, 0.4, -0.1], [-0.1, 0.1, 0.2], [0.2, -0.3, -0.1], [-0.6, 0.1, -0.3], [0.4, 0.1, 0.3], [-0.2, 0.2, 0.2], [0.1, -0.1, 0.6], [0.1, 0.1, -0.6], [0.0, 0.1, 0.3], [0.3, -0.1, 0.3], [-0.2, -0.5, -0.5], [0.3, -0.5, -0.6], [-0.2, -0.7, 1.2], [0.1, 1.1, 0.2], [0.9, 1.0, -1.0], [-0.6, -0.1, 0.3], [0.1, -0.8, 0.1], [-0.1, -0.3, 0.2], [0.0, 0.6, -0.1], [0.1, 0.1, -0.2], [-0.6, -0.6, -0.1], [0.7, 0.1, -0.2], [-0.4, 0.5, -0.2], [-0.4, 0.1, -0.2], [0.0, 0.0, 0.1], [0.0, -0.3, 0.1], [0.1, -0.4, 0.5], [-0.2, 0.2, -0.1], [-0.4, 0.6, 0.0], [-0.4, -0.3, 0.5], [0.8, 0.6, -0.9], [0.7, -0.6, -0.8], [0.4, 0.7, 0.7], [-0.8, -1.0, 0.0], [-0.7, 0.0, 0.0], [0.5, -0.3, -0.6], [0.3, 0.2, -0.4], [-0.3, 0.1, 0.7], [0.4, 0.2, 0.1], [0.3, 0.1, -0.1], [0.0, 0.0, 0.0], [-0.2, -0.5, 0.6], [0.0, 0.4, 0.3], [-0.5, 0.1, -0.6], [0.7, -0.1, 0.4], [-0.8, 1.1, -0.3], [1.0, 1.5, -0.5], [0.3, -2.5, -0.4], [0.0, 0.2, -0.4], [0.1, -0.4, 0.2], [-0.1, 0.2, -0.3], [0.1, -0.7, 1.1], [0.0, -0.6, 0.4], [-0.8, 0.8, 0.2], [-0.4, 0.2, -0.3], [-0.5, 0.4, -0.3], [2.2, -2.2, 0.6], [0.0, -0.2, 0.2], [0.4, -0.1, 0.0], [-0.2, 0.0, 0.0], [-0.5, 1.1, 0.1], [-0.5, 0.5, -0.2], [-0.4, 0.4, 0.0], [0.6, -0.4, 1.3], [0.2, 0.2, -1.4], [-0.5, 0.4, 0.2], [0.0, 0.1, 0.2], [0.0, 0.0, 0.1], [0.3, 0.1, -0.1], [0.1, -0.2, -0.4], [-0.4, -0.5, 0.1], [0.3, 0.3, 0.1], [0.4, 0.8, 0.7], [0.2, -0.9, -1.7], [0.1, -0.6, 1.2], [0.0, 0.0, -0.2], [-0.3, 0.3, 0.1], [-0.2, -0.3, 0.1], [0.2, 0.2, 0.0], [-0.3, -0.4, 0.2], [-0.1, 0.8, -0.4], [-0.3, 0.4, -0.7], [0.3, -1.4, -0.3], [0.3, -0.3, 0.3], [-0.1, 0.2, -0.2], [0.3, 0.0, 0.5], [-0.6, 1.0, 0.2]], "lowdin_charge": [-0.098, -0.204, -0.172, -0.389, -0.083, 0.020, 0.075, 0.094, 0.074, 0.126, 0.127, 0.107, 0.074, 0.049, 0.082, 0.064, 0.059, -0.080, -0.180, -0.182, -0.441, -0.056, 0.056, 0.077, 0.090, 0.053, 0.100, 0.131, 0.118, 0.082, 0.071, 0.078, 0.043, 0.092, -0.157, -0.168, -0.177, -0.390, -0.035, 0.035, 0.081, 0.092, 0.087, 0.115, 0.119, 0.147, 0.064, 0.069, 0.066, 0.036, 0.093, -0.099, -0.196, -0.182, -0.401, -0.035, 0.056, 0.070, 0.082, 0.094, 0.114, 0.127, 0.135, 0.081, 0.042, 0.068, 0.050, 0.082, -0.072, -0.220, -0.207, -0.399, -0.029, 0.056, 0.084, 0.091, 0.088, 0.100, 0.128, 0.131, 0.044, 0.071, 0.077, 0.040, 0.067, -0.109, -0.311, -0.096, 0.065, 0.083, 0.038, 0.115, 0.078, 0.010, -0.074, -0.336, -0.091, 0.046, 0.066, 0.072, 0.107, 0.113, 0.093, -0.096, -0.303, -0.091, 0.060, 0.085, 0.075, 0.115, 0.096, 0.106, -0.073, -0.303, -0.109, 0.071, 0.075, 0.047, 0.091, 0.090, -0.004, -0.107, -0.163, 0.068, 0.051, 0.070, 0.006], "de_lowest_ev": 0.000, "orbital_gap_ev": 9.6}